Computed, not measured: the ion C3H2NOS2 with charge -1, with ωB97M-V/def2-TZVPD.

frontier orbital gap	0.278	Eh
SMILES	[O-]/C(C=S)=N/C=S
total charge	-1
E_HOMO	-4.23	eV
LUMO	3.33	eV

Each line ends with the natural charge from an NBO analysis.
Cartesian coordinates (Å):
O (-1.1156, 2.1987, 0.0336)  -0.645
C (-0.5630, 1.1385, 0.0262)  0.601
C (-1.0245, -0.1855, 0.6920)  -0.298
S (-1.9141, -1.1581, -0.2366)  -0.056
N (0.4466, 0.6278, -0.6635)  -0.584
C (1.2587, -0.3805, -0.6348)  -0.022
S (2.5843, -0.6059, 0.3483)  -0.354
H (-0.7024, -0.4557, 1.7028)  0.206
H (1.0300, -1.1792, -1.2680)  0.150


Computed, not measured: a structure of composition C3H2NaO3, with ωB97M-V/def2-TZVPD.

frontier orbital gap (spin up / spin down)	0.258 / 0.282	Eh
E_HOMO (spin up / spin down)	-8.26 / -8.99	eV
LUMO (spin up / spin down)	-1.24 / -1.31	eV
multiplicity	2

Each line ends with the Löwdin spin population.
Cartesian coordinates (Å):
O (-0.2268, -2.0395, -0.0453)  0.011
C (0.4297, -1.0225, -0.0864)  0.019
O (1.6278, -0.7299, -0.0502)  0.011
O (-0.3601, 0.2834, -0.0645)  0.187
C (-1.6280, 0.2715, 0.2940)  0.652
C (-2.6858, 0.8759, -0.2194)  0.078
H (-3.6466, 0.8451, 0.2958)  0.007
H (-2.5872, 1.5165, -1.1046)  0.022
Na (1.6013, 1.5354, 0.1088)  0.012


Computed, not measured: an isolated molecule of C3H2O, with ωB97M-V/def2-TZVPD.

frontier orbital gap	0.348	Eh
E_HOMO	-10.74	eV
LUMO	-1.26	eV

Each line ends with the natural charge from an NBO analysis.
Cartesian coordinates (Å):
O (0.9252, 0.3532, -1.4300)  -0.485
C (0.2105, 0.5592, -0.4823)  0.422
C (-1.1837, -0.4943, 1.2905)  0.338
C (-0.1675, -0.5274, 0.4708)  -0.723
H (-0.1981, 1.5589, -0.2618)  0.139
H (0.4136, -1.4496, 0.4128)  0.309


Computed, not measured: a cluster of 2 separate species, C3H2O2 in total, with ωB97M-V/def2-TZVPD.

frontier orbital gap (spin up / spin down)	0.287 / 0.284	Eh
E_HOMO (spin up / spin down)	-10.00 / -9.91	eV
LUMO (spin up / spin down)	-2.19 / -2.19	eV

Each line ends with the natural charge from an NBO analysis.
Cartesian coordinates (Å):
C (-3.6617, 1.6653, 0.1978)  -0.033
C (-3.8195, 0.3606, 0.0578)  0.372
C (-0.5002, 0.1032, 0.1686)  0.285
O (-3.8382, -0.7872, 0.1751)  -0.360
O (-1.2932, 0.2844, -0.6977)  -0.502
H (0.4057, -0.5192, -0.0185)  0.124
H (-0.7932, 0.3824, 1.2667)  0.114


Computed, not measured: a cluster of 2 separate species, C3H2O2 in total, with ωB97M-V/def2-TZVPD.

frontier orbital gap	0.345	Eh
E_HOMO	-10.36	eV
LUMO	-0.97	eV

Each line ends with the natural charge from an NBO analysis.
Cartesian coordinates (Å):
C (1.2022, -0.0510, 0.0210)  -0.213
C (2.0129, -0.9805, -0.0975)  0.128
C (-0.2938, 0.1089, 0.1310)  0.556
O (0.5113, 1.1639, -0.0276)  -0.398
O (-1.1276, -0.3261, -0.7562)  -0.654
H (-0.6162, -0.3206, 1.7538)  0.079
H (-1.6889, 0.4053, -1.0246)  0.503


Computed, not measured: a structure of composition C3H2O2Pm, with ωB97M-V/def2-TZVPD.

frontier orbital gap (spin up / spin down)	0.228 / 0.253	Eh
total charge	+2
E_HOMO (spin up / spin down)	-17.60 / -18.10	eV
LUMO (spin up / spin down)	-11.40 / -11.22	eV
multiplicity	6

Each line ends with the Löwdin spin population.
Cartesian coordinates (Å):
O (0.1667, -0.3238, -1.4703)  -0.002
C (0.4812, 0.6065, -0.6429)  0.028
C (0.1874, 0.6302, 0.7014)  0.055
O (-0.9754, -0.0140, 1.1993)  0.008
C (-0.8182, -1.2523, 1.0162)  0.082
Pm (-0.8477, -2.3485, -1.2399)  4.826
H (1.2002, 1.3695, -0.9787)  0.001
H (0.6057, 1.3324, 1.4148)  0.002


Computed, not measured: an isolated molecule of C3H2O2S, with ωB97M-V/def2-TZVPD.

frontier orbital gap	0.335	Eh
SMILES	S=c1occo1
E_HOMO	-8.83	eV
LUMO	0.28	eV

Each line ends with the natural charge from an NBO analysis.
Cartesian coordinates (Å):
S (2.0268, -0.0251, -0.0677)  -0.060
C (0.3781, -0.0573, 0.1427)  0.416
O (-0.5740, -1.1130, 0.0794)  -0.465
C (-1.8859, -0.6132, -0.1339)  -0.028
C (-1.6384, 0.7241, -0.1165)  0.091
O (-0.4578, 1.0964, 0.1459)  -0.428
H (-2.8621, -1.2780, 0.1549)  0.261
H (-2.4360, 1.4901, -0.2279)  0.213


Computed, not measured: a structure of composition C3H2O2Yb, with ωB97M-V/def2-TZVPD.

frontier orbital gap (spin up / spin down)	0.299 / 0.299	Eh
total charge	+2
E_HOMO (spin up / spin down)	-17.94 / -17.94	eV
LUMO (spin up / spin down)	-9.79 / -9.79	eV

Each line ends with the natural charge from an NBO analysis.
Cartesian coordinates (Å):
H (-0.7796, 0.4994, -1.6816)  0.285
C (-0.6074, 0.2309, -0.6481)  -0.137
C (-1.0224, -0.1147, 0.5233)  -0.520
Yb (-3.2610, -0.3631, 1.6085)  1.927
O (1.3166, 0.0221, -0.6090)  -0.584
H (1.8960, 0.5690, -1.1839)  0.590
O (0.7687, -0.5147, 1.3780)  -0.375
C (1.6891, -0.3290, 0.6129)  0.814


Computed, not measured: a structure of composition C3H2O2Yb, with ωB97M-V/def2-TZVPD.

frontier orbital gap	0.244	Eh
total charge	+2
E_HOMO	-17.17	eV
LUMO	-10.53	eV

Each line ends with the natural charge from an NBO analysis.
Cartesian coordinates (Å):
O (-0.3703, -0.6615, -0.7855)  -0.364
C (-0.0687, -0.3986, 0.4541)  0.675
C (0.3673, 0.6240, -1.2454)  -0.261
O (-0.3982, -1.0378, 1.4317)  -0.811
C (0.9988, 0.6510, 0.0716)  0.215
Yb (-1.2883, -1.0455, 3.6342)  1.962
H (-0.2880, 1.4763, -1.4813)  0.289
H (1.0473, 0.3920, -2.0793)  0.294


Computed, not measured: a cluster of 2 separate species, C3H2O3 in total, with ωB97M-V/def2-TZVPD.

frontier orbital gap	0.330	Eh
E_HOMO	-8.81	eV
LUMO	0.15	eV

Each line ends with the natural charge from an NBO analysis.
Cartesian coordinates (Å):
O (0.9083, 0.1190, -2.3535)  -0.442
C (0.8698, -0.2845, -1.2999)  0.490
C (-1.0810, 0.3335, 0.0870)  0.603
O (-1.8868, 0.5156, -0.7469)  -0.452
C (-0.2554, 0.1546, 1.1127)  -0.179
O (0.5855, -0.9194, 1.1981)  -0.697
H (1.0102, -0.9491, 0.3004)  0.454
H (-0.1092, 1.0015, 1.7762)  0.222


Computed, not measured: an isolated molecule of C3H2O3, with ωB97M-V/def2-TZVPD.

frontier orbital gap	0.378	Eh
SMILES	O=c1occo1
E_HOMO	-9.51	eV
LUMO	0.79	eV

Each line ends with the natural charge from an NBO analysis.
Cartesian coordinates (Å):
O (-2.4277, -0.0105, -0.0414)  -0.567
C (-1.2604, -0.0885, -0.0064)  0.943
O (-0.5154, 1.0489, 0.0852)  -0.439
C (0.7139, 0.7206, -0.0337)  0.118
C (0.8911, -0.6528, -0.0702)  -0.042
O (-0.4821, -1.0960, 0.0055)  -0.451
H (1.4540, 1.4036, -0.2638)  0.207
H (1.6267, -1.3253, 0.3248)  0.232


Computed, not measured: an isolated molecule of C3H2O3, with ωB97M-V/def2-TZVPD.

frontier orbital gap	0.388	Eh
E_HOMO	-10.30	eV
LUMO	0.26	eV

Each line ends with the natural charge from an NBO analysis.
Cartesian coordinates (Å):
C (-0.5635, 0.7883, -0.1623)  0.155
C (1.1304, -0.7063, 0.1032)  0.635
C (-1.7427, 0.6322, 0.7185)  0.305
O (0.7034, 0.4874, 0.3282)  -0.470
O (-1.5532, -0.1868, -0.2131)  -0.354
O (0.5759, -1.6209, -0.4810)  -0.571
H (-0.5732, 1.4668, -0.9403)  0.180
H (2.0229, -0.8607, 0.6468)  0.120


| no. | largest force on an atom (hartree/bohr) |
| --- | --- |
| 1 | 0.0716 |
| 2 | 0.0380 |
| 3 | 0.0146 |
| 4 | 0.0445 |
| 5 | 0.1254 |
| 6 | 0.0996 |
| 7 | 0.1383 |
| 8 | 0.0514 |
| 9 | 0.0516 |
| 10 | 0.0404 |
| 11 | 0.1126 |
| 12 | 0.0815 |